The following is a DFT calculation (wB97M-V/def2-TZVPD) of an isolated ion of composition C4H8NOS and charge -1 in a non-equilibrium geometry.

Geometry (Å):
C (0.2842, -1.4411, -1.2652)
C (-0.4338, -0.4090, -0.4779)
C (0.1949, -0.2601, 0.9977)
S (-0.4417, -1.5733, 2.1158)
N (-0.4246, 0.8995, -1.1613)
C (0.5951, 1.7843, -1.0477)
O (0.5459, 2.9298, -1.4827)
H (0.9134, -1.0025, -2.0465)
H (1.0257, -2.0484, -0.7198)
H (-0.3751, -2.0567, -1.9144)
H (-1.4048, -0.7478, -0.1329)
H (-0.0410, 0.7172, 1.3791)
H (1.2794, -0.4295, 0.9537)
H (-1.2771, 1.1084, -1.6555)
H (1.2952, 1.4641, -0.2713)

Summary:
SMILES string	C[C@@H](C[S-])NC=O
gap between HOMO and LUMO	6.45	eV
HOMO	-2.68	eV
net charge	-1